# 1
DFT (ωB97M-V/def2-TZVPD) results for a structure of composition C7H14FO5STl.

Atoms and positions in Å:
Tl -3.3140 21.8657 -11.7981
F -2.2852 22.3702 -9.2511
O -0.2399 22.3933 -11.4948
C 0.5967 22.9234 -10.8023
O 1.8730 22.9445 -11.0920
C 2.5781 23.7405 -10.0800
C 1.4963 24.5540 -9.3771
C 0.2324 23.7378 -9.5419
H 3.3412 24.3585 -10.5458
H 3.0926 23.0739 -9.3872
H 1.4636 25.5752 -9.7518
H 1.8842 24.6365 -8.3549
H -0.6427 24.3598 -9.7101
H 0.0344 23.1061 -8.6747
O -1.8055 19.6970 -10.2235
S -1.4486 19.0365 -8.9669
O -2.2431 17.9955 -8.4118
O 0.0428 18.3815 -9.1657
C 0.9871 19.1026 -9.9511
C 2.3699 18.7672 -9.4123
C -1.0468 20.2747 -7.6745
H 0.8665 20.1982 -9.8953
H 0.8905 18.7347 -10.9794
H 2.6737 17.7790 -9.7842
H 2.3646 18.6861 -8.3275
H 3.1376 19.3819 -9.8834
H -1.9952 20.8103 -7.5359
H -0.3859 20.9821 -8.1624
H -0.8637 19.7185 -6.7585

The total energy is -1320.9296 Ha. The value obtained for the orbital gap is 3.574 eV. The value obtained for the highest occupied orbital energy is -18.20 eV. The calculation puts the molecular weight at 433.6 g mol⁻¹. The charge is +2. As for the LUMO energy: -14.63 eV. The max |F| comes out at 1.9 eV/A.



# 2
DFT (ωB97M-V/def2-TZVPD) results for a structure of composition C3H6ClCrO3.

Atoms and positions in Å:
Cr -0.4448 6.3831 0.8121
Cl -0.0326 4.7882 -1.1280
C -0.1536 -3.1863 -0.3787
O -0.6036 -1.8652 -0.5745
C 0.1846 -0.9263 -0.1370
O 1.2640 -1.0522 0.4946
O -0.5050 0.2765 -0.2676
C -0.0139 1.3655 0.4410
H 0.6500 -3.4937 -1.0479
H -0.9760 -3.8734 -0.5776
H 0.2267 -3.4876 0.5974
H 0.2643 2.0920 -0.3225
H 0.8961 1.1471 0.9999
H -0.7561 1.8323 1.0886

Its multiplicity is 5. The total energy is -1847.9045 Ha. The value obtained for the orbital gap (spin up / spin down) is 3.786 / 5.335 eV. The value obtained for the highest occupied orbital energy (spin up / spin down) is -12.85 / -12.85 eV. The calculation puts the molecular weight at 177.5 g mol⁻¹. The charge is +1. As for the LUMO energy (spin up / spin down): -9.06 / -7.51 eV. The max |F| comes out at 4.3 eV/A.



# 3
DFT (ωB97M-V/def2-TZVPD) results for an isolated molecule of C11H16BrNO2.

Atoms and positions in Å:
C -1.6428 -0.3798 0.6085
C -0.1798 1.4150 1.5665
C 0.4259 -1.0562 1.8219
C -0.3327 1.0879 -0.9339
C 0.2749 -1.3043 -0.7094
C -1.0863 1.0236 0.3950
C -0.4799 -1.3676 0.6222
C 0.8252 0.3707 1.8651
C 0.8381 0.0920 -1.0322
C 1.9872 0.4083 -0.0966
C 1.3942 0.1131 -2.4663
N 2.5436 1.6805 0.0835
O 3.6491 1.7554 0.5978
O 1.8673 2.6666 -0.1965
Br 3.3380 -0.9034 0.1027
H -2.1943 -0.4296 1.5504
H -2.3357 -0.6283 -0.1973
H 0.3034 2.3740 1.3533
H -0.7873 1.5665 2.4686
H -0.1264 -1.2758 2.7451
H 1.3056 -1.7049 1.8258
H -1.0326 0.8370 -1.7343
H 0.0184 2.1031 -1.1070
H 1.0746 -2.0469 -0.7125
H -0.4192 -1.5710 -1.5100
H -1.9102 1.7417 0.3445
H -0.8632 -2.3860 0.7392
H 1.6379 0.6353 2.5315
H 2.1993 -0.6101 -2.5832
H 1.7771 1.1041 -2.7058
H 0.6099 -0.1310 -3.1787

The total energy is -3207.8659 Ha. The value obtained for the orbital gap is 8.303 eV. The value obtained for the highest occupied orbital energy is -8.70 eV. The calculation puts the molecular weight at 274.2 g mol⁻¹. The charge is 0. As for the LUMO energy: -0.40 eV. The max |F| comes out at 3.8 eV/A.



# 4
DFT (ωB97M-V/def2-TZVPD) results for a structure of composition C34H90F6N17O19S2.

Atoms and positions in Å:
C 3.9216 -0.4181 -0.3431
F 4.1921 0.8536 0.0184
F 3.8160 -0.4232 -1.6382
F 4.8508 -1.3253 -0.0546
S 2.2324 -0.8540 0.6536
O 1.6604 -2.1835 0.2232
O 2.6045 -0.7608 2.0414
N 1.1384 0.5143 0.3358
S -0.1162 -0.1258 -0.3624
O 0.2473 -0.3964 -1.7600
O -0.9190 -1.1203 0.3417
C -1.2252 1.4104 -0.5718
F -0.5987 2.6352 -0.9875
F -2.1903 1.1877 -1.5636
F -1.9070 1.6225 0.5898
C -4.6129 0.3620 5.5868
O -5.2235 -0.7015 5.5948
N -4.8151 1.3494 6.4217
N -3.7883 0.5534 4.6297
H -5.5278 1.1990 7.1214
H -4.3689 2.2552 6.4455
H -3.5326 -0.2490 4.0721
H -3.2005 1.3634 4.7658
C 8.3846 -0.8957 6.1023
O 7.9476 0.2140 6.3017
N 8.0139 -1.6488 5.1135
N 9.4835 -1.2785 6.7557
H 7.4055 -1.2666 4.4037
H 8.1992 -2.6415 5.0992
H 9.8815 -2.1594 6.4631
H 9.6630 -0.9162 7.6812
C -2.8623 -8.2485 0.9369
O -2.1625 -9.2176 0.6816
N -4.0998 -8.2745 1.3510
N -2.4451 -7.0295 0.8518
H -4.4808 -7.4419 1.7774
H -4.7107 -9.0567 1.1643
H -3.0065 -6.2326 1.1160
H -1.4376 -6.9704 0.8917
C 3.1585 4.8369 -0.6564
O 3.1416 5.9966 -1.0268
N 2.8691 3.8330 -1.3861
N 3.2948 4.5388 0.5953
H 2.6139 4.0672 -2.3349
H 2.4312 3.0600 -0.9057
H 3.2316 3.5517 0.7992
H 3.2553 5.2234 1.3369
C -1.7433 9.2939 -1.9757
O -2.4596 10.0594 -1.4423
N -1.4381 9.2281 -3.2268
N -1.2581 8.3173 -1.4700
H -0.9586 8.4241 -3.6058
H -1.7776 10.0279 -3.7417
H -0.4478 7.8350 -1.8317
H -1.5148 8.1131 -0.5148
C 0.5508 3.0091 4.9476
O 0.7962 3.8081 5.8157
N 0.7255 1.7066 4.9481
N 0.0966 3.2825 3.7948
H 0.6659 1.3300 4.0129
H 1.4227 1.2980 5.5539
H 0.0025 4.2751 3.6334
H 0.3870 2.6359 3.0754
C 5.1340 -7.0479 0.9872
C 5.9439 -5.8921 1.4542
O 6.8259 -6.4751 2.4298
H 4.7834 -7.8713 1.6094
H 5.4726 -7.4210 0.0206
H 4.1940 -6.5587 0.7316
H 5.4252 -5.0868 1.9744
H 6.5467 -5.4029 0.6891
H 6.2050 -6.8734 3.0441
C -2.9123 2.5548 -8.7273
O -2.3785 2.1722 -7.4224
C -1.2906 2.9316 -6.9330
C -1.3998 4.5399 -6.7076
N -2.3164 5.0215 -5.6586
C -3.6898 4.9026 -6.0345
C -4.7409 5.4882 -5.0711
O -6.0233 5.1229 -5.4760
C -7.0874 5.9331 -4.9126
H -3.6889 1.8948 -9.1137
H -2.0622 2.6415 -9.4040
H -3.4235 3.5175 -8.7268
H -0.5275 2.6603 -7.6626
H -1.0850 2.5896 -5.9187
H -1.8542 5.0688 -7.5454
H -0.4043 4.8931 -6.4387
H -2.2737 4.4651 -4.8167
H -3.9024 3.8443 -5.8833
H -3.9091 4.9788 -7.0995
H -4.5605 6.5612 -5.1368
H -4.6336 5.1203 -4.0507
H -6.9268 6.0070 -3.8371
H -8.0265 5.4717 -5.2179
H -7.0514 6.9535 -5.2943
C -9.8074 -0.0259 -2.3184
O -10.6497 -1.1185 -1.9526
C -11.7830 -1.2878 -2.8809
C -12.4792 -2.6050 -2.5797
N -13.5039 -2.5463 -1.5014
C -13.0026 -2.0485 -0.2162
C -14.0348 -2.2980 0.9400
O -14.5075 -3.6867 1.1221
C -13.4703 -4.5309 1.6155
H -10.1052 0.8560 -1.7512
H -9.8397 0.1705 -3.3900
H -8.7813 -0.0502 -1.9513
H -11.4324 -1.4385 -3.9019
H -12.4496 -0.4319 -2.7747
H -11.6378 -3.2584 -2.3489
H -12.9978 -2.9381 -3.4786
H -13.6848 -3.5136 -1.2741
H -12.6230 -1.0268 -0.2002
H -12.0639 -2.4617 0.1527
H -14.8910 -1.6499 0.7529
H -13.5658 -1.9108 1.8446
H -13.4734 -4.1737 2.6453
H -12.4933 -4.4685 1.1363
H -13.8233 -5.5611 1.6614
C 1.4790 -5.4614 5.8138
O 2.6018 -6.0965 6.4110
C 3.8029 -5.3769 6.4043
C 4.8706 -6.1198 7.2350
N 5.1095 -7.4454 6.7314
C 6.1240 -7.9867 7.6823
C 6.3465 -9.5358 7.6559
O 5.2193 -10.4171 7.6743
C 5.5702 -11.8009 7.5115
H 1.7116 -5.0400 4.8359
H 0.9633 -4.7208 6.4251
H 0.7586 -6.2623 5.6475
H 3.6962 -4.4223 6.9196
H 4.1049 -5.2110 5.3702
H 4.4586 -6.0650 8.2426
H 5.7071 -5.4412 7.0676
H 4.3075 -8.0589 6.7529
H 5.6804 -7.7676 8.6536
H 7.0588 -7.4425 7.5480
H 6.9758 -9.7528 8.5190
H 7.0716 -9.7707 6.8768
H 6.4920 -11.7914 6.9298
H 4.8302 -12.4701 7.0725
H 5.5106 -12.1006 8.5578
C 9.2331 1.7455 -3.9340
O 9.0378 3.1055 -4.0796
C 7.7727 3.6517 -4.3051
C 7.6807 5.2523 -4.2764
N 8.4829 5.9712 -5.3023
C 8.1701 7.3806 -5.1846
C 6.7909 7.8150 -5.5640
O 6.2602 6.8110 -6.4342
C 4.9579 7.0362 -6.8493
H 10.2575 1.4982 -3.6554
H 9.0316 1.2036 -4.8580
H 8.6269 1.5328 -3.0534
H 7.0603 3.4116 -3.5158
H 7.3060 3.3562 -5.2448
H 8.1200 5.4876 -3.3070
H 6.6176 5.4879 -4.2281
H 9.4771 5.9818 -5.1251
H 8.8659 7.9467 -5.8039
H 8.4791 7.8100 -4.2316
H 6.6246 8.7690 -6.0643
H 6.2212 7.8481 -4.6353
H 4.5488 6.2641 -7.5010
H 4.8768 8.0364 -7.2749
H 4.3310 7.0195 -5.9578

The total energy is -5105.1509 Ha. The value obtained for the orbital gap is 8.731 eV. The value obtained for the highest occupied orbital energy is -7.18 eV. The calculation puts the molecular weight at 1219.3 g mol⁻¹. The charge is -1. As for the LUMO energy: 1.55 eV. The max |F| comes out at 14.3 eV/A.



# 5
DFT (ωB97M-V/def2-TZVPD) results for a structure of composition C4H12N2O2.

Atoms and positions in Å:
C -1.4980 -1.5042 0.0549
C 0.2616 0.6996 1.1480
N -0.8692 1.4592 0.9359
O -2.3542 -0.5346 -0.5769
O 0.8296 0.5992 2.2141
H -3.2440 -0.8912 -0.6812
H -1.5139 1.1150 0.2286
H -1.3272 1.6751 1.8101
H -1.4819 -2.4312 -0.5315
H -1.9184 -1.7745 1.0291
C 0.7745 1.0286 -1.2740
C 2.1474 -0.4681 0.1103
N 0.8468 0.1714 -0.0843
H -0.2828 -0.9501 -0.1264
H -0.2374 0.9672 -1.6764
H 2.9467 0.2702 0.1811
H 1.4665 0.6784 -2.0372
H 1.0051 2.0685 -1.0403
H 2.3478 -1.1445 -0.7223
H 2.1010 -1.0340 1.0384

The total energy is -419.5546 Ha. The value obtained for the orbital gap is 9.440 eV. The value obtained for the highest occupied orbital energy is -8.66 eV. The calculation puts the molecular weight at 120.2 g mol⁻¹. The charge is 0. As for the LUMO energy: 0.78 eV. The max |F| comes out at 4.4 eV/A.



# 6
DFT (ωB97M-V/def2-TZVPD) results for a structure of composition C21H56MnN2O19S5.

Atoms and positions in Å:
Mn 2.0943 -4.0920 -4.3333
N 2.3751 -6.4116 -1.9575
O 2.0680 -5.4344 -2.7392
O 1.4697 -7.1482 -1.5691
O 3.5124 -6.5093 -1.5316
O 0.7078 -2.9583 -3.7548
H 0.3951 -2.9689 -2.8446
C 8.2546 -5.7839 3.0691
C 7.0133 -5.9883 2.2172
N 7.3062 -6.4713 0.8862
C 7.9479 -5.4172 0.1138
C 8.3232 -5.8114 -1.2991
C 6.0920 -6.9410 0.2068
C 5.3006 -8.0030 0.9518
H 9.0078 -6.5521 2.9078
H 7.9911 -5.7924 4.1290
H 8.6625 -4.7916 2.8712
H 6.3070 -6.6595 2.7016
H 6.4669 -5.0217 2.1859
H 7.2802 -4.5283 0.0609
H 8.8567 -5.1359 0.6446
H 8.9219 -4.9923 -1.7102
H 9.0328 -6.6417 -1.2616
H 7.4696 -6.0243 -1.9319
H 6.3592 -7.3664 -0.7613
H 5.4338 -6.0862 -0.0374
H 4.6243 -8.4583 0.2252
H 4.6533 -7.5949 1.7304
H 5.9645 -8.7559 1.3771
O -3.8982 -5.6532 -2.9400
S -2.6064 -5.1522 -2.5907
O -1.8241 -4.4866 -3.5669
O -2.7806 -4.1274 -1.3773
C -3.8912 -4.3241 -0.4895
C -3.9786 -3.1086 0.4075
C -1.6610 -6.4415 -1.8222
H -3.6476 -5.1719 0.1692
H -4.7998 -4.5693 -1.0260
H -4.3529 -2.2760 -0.1894
H -2.9856 -2.8660 0.7810
H -4.6230 -3.3232 1.2549
H -1.1935 -6.0162 -0.9368
H -0.8816 -6.7835 -2.4931
H -2.3624 -7.2089 -1.5071
O 4.2643 -10.5408 -4.2624
S 3.7311 -11.4741 -3.3123
O 4.5556 -12.0740 -2.3311
O 2.5230 -10.7750 -2.5695
C 1.6001 -9.9977 -3.3715
C 0.2170 -10.1298 -2.7920
C 2.9039 -12.7498 -4.2255
H 1.6745 -10.3052 -4.4172
H 1.8824 -8.9433 -3.4051
H -0.5314 -9.6761 -3.4398
H 0.1635 -9.5270 -1.8732
H -0.0477 -11.1015 -2.3764
H 2.1017 -12.3158 -4.8100
H 2.5536 -13.4859 -3.5060
H 3.6480 -13.2037 -4.8750
O 3.5208 -4.3628 0.7287
S 2.2352 -4.4880 1.3455
O 1.7653 -5.6883 1.9171
O 2.1745 -3.3572 2.4537
C 2.4350 -2.0167 2.0252
C 3.0484 -1.2584 3.1754
C 0.9642 -4.0015 0.2087
H 1.5211 -1.5416 1.6687
H 3.1808 -2.0139 1.2304
H 2.4641 -1.2825 4.0962
H 3.2296 -0.2258 2.8783
H 4.0007 -1.7205 3.4477
H 0.7952 -4.8800 -0.4191
H 1.2534 -3.2191 -0.4880
H 0.0879 -3.8242 0.8261
O 2.9080 -1.4308 -1.3976
S 3.8914 -2.0030 -2.2632
O 3.5171 -3.0052 -3.2198
O 4.5508 -0.8572 -3.1104
C 4.2218 0.5380 -2.7999
C 5.3804 1.3687 -3.3014
C 5.2369 -2.5607 -1.3169
H 4.0808 0.6404 -1.7299
H 3.3393 0.7761 -3.3880
H 5.5196 1.2297 -4.3739
H 6.3185 1.1184 -2.8087
H 5.1496 2.4246 -3.1516
H 4.8446 -3.4022 -0.7321
H 5.6159 -1.7512 -0.7093
H 5.9318 -3.0792 -1.9784
O -0.0652 -11.0452 0.5390
S 0.6703 -10.4502 1.6087
O 0.0938 -10.2185 2.8856
O 1.9515 -11.3163 1.9327
C 2.7124 -11.8322 0.8085
C 4.1764 -11.7688 1.1843
C 1.3852 -8.9746 0.9588
H 2.5388 -11.1960 -0.0617
H 2.3637 -12.8388 0.5854
H 4.7924 -12.1666 0.3825
H 4.3217 -12.3201 2.1148
H 4.4440 -10.7301 1.3783
H 2.3634 -8.8148 1.4082
H 0.7329 -8.1462 1.2211
H 1.4914 -9.0645 -0.1149

Its multiplicity is 6. The total energy is -5514.5412 Ha. The value obtained for the orbital gap (spin up / spin down) is 6.764 / 6.678 eV. The value obtained for the highest occupied orbital energy (spin up / spin down) is -8.21 / -8.21 eV. The calculation puts the molecular weight at 855.9 g mol⁻¹. The charge is 0. As for the LUMO energy (spin up / spin down): -1.45 / -1.53 eV. The max |F| comes out at 2.0 eV/A.



# 7
DFT (ωB97M-V/def2-TZVPD) results for a structure of composition C8H5O2.

Atoms and positions in Å:
C -1.5379 -0.7299 -1.2378
C -0.2040 -0.4753 -1.6060
C 1.8119 0.1102 1.1132
C -1.8337 0.0207 -0.1343
C 0.3365 0.3991 -0.6962
C 0.6100 0.0053 1.7230
C 1.7504 0.4678 -0.2634
C -0.6565 0.6966 0.3042
O -0.0090 -0.3607 2.7300
O 2.7906 0.5711 -0.9114
H -2.2271 -1.3179 -1.6576
H 0.2454 -0.9492 -2.3438
H 2.7181 -0.2116 1.6873
H -2.8624 0.1013 0.4454
H -0.9321 1.6726 0.8475

Its multiplicity is 3. The total energy is -458.1848 Ha. The value obtained for the orbital gap (spin up / spin down) is 5.113 / 5.935 eV. The value obtained for the highest occupied orbital energy (spin up / spin down) is -1.10 / -3.98 eV. The calculation puts the molecular weight at 133.1 g mol⁻¹. The charge is -1. As for the LUMO energy (spin up / spin down): 4.02 / 1.96 eV. The max |F| comes out at 5.7 eV/A.



# 8
DFT (ωB97M-V/def2-TZVPD) results for a cluster of 2 separate species, C4H7N in total.

Atoms and positions in Å:
C 1.2238 -0.9990 -1.0142
C 0.3377 -0.4284 -1.9958
N -0.4726 -0.1732 -2.7624
H 2.1557 -1.2052 -1.4198
H 0.7076 -2.0459 -0.9255
H 1.3170 -0.5574 0.0142
C -1.3027 0.6857 0.2564
C -1.2509 0.5301 1.5911
H -0.5115 0.9812 -0.2898
H -2.1803 0.8456 -0.3755
H -2.0104 0.0516 2.1892
H -0.4292 0.7782 2.2458

As for the SMILES: CC#N.C=C. The total energy is -211.2847 Ha. The value obtained for the orbital gap is 10.767 eV. The value obtained for the highest occupied orbital energy is -9.97 eV. The calculation puts the molecular weight at 69.1 g mol⁻¹. The charge is 0. As for the LUMO energy: 0.80 eV. The max |F| comes out at 3.6 eV/A.